The following is a quantum chemistry calculation of a molecular structure, C34H37AsN5O5S2Y, from the Open Molecules 2025 dataset.

Structure (XYZ):
```
85
Properties=species:S:1:pos:R:3:forces:R:3:lowdin_charge:R:1
Y -0.43482 -0.13837 0.08177 -0.19 0.05 -0.11 1.443
C 0.94697 -0.34074 4.81883 -0.05 -0.06 -0.01 -0.068
O 1.77147 -1.16899 4.00482 -0.09 -0.06 0.20 -0.106
C 2.55656 -0.46954 3.12484 0.14 -0.06 -0.11 -0.255
C 3.92616 -0.56320 3.24512 0.02 -0.05 0.06 -0.011
C 4.77127 0.06840 2.33251 0.07 0.02 0.00 -0.096
C 4.21381 0.80512 1.31127 0.00 -0.01 -0.04 -0.056
C 2.82422 0.89146 1.15088 0.06 -0.05 0.13 -0.147
C 2.30382 1.73316 0.09139 0.00 0.20 0.09 -0.074
N 1.08682 1.71866 -0.30213 0.24 -0.04 -0.03 -0.095
N 0.74745 2.72285 -1.19483 -0.18 -0.06 -0.04 0.061
C -0.53393 2.66311 -1.45019 0.28 -0.15 -0.08 -0.516
O -1.33819 1.79141 -0.95152 -0.11 0.05 -0.09 -0.273
C -1.06090 3.66622 -2.42276 0.05 0.13 0.02 -0.136
C -2.33878 3.53069 -2.95248 -0.01 -0.05 0.02 -0.038
C -2.82930 4.45137 -3.86854 -0.02 -0.01 -0.01 -0.086
C -2.04385 5.52407 -4.26328 -0.01 0.01 -0.01 -0.097
C -0.76370 5.66706 -3.74060 0.01 -0.06 0.05 -0.082
C -0.27356 4.74448 -2.82899 -0.05 0.04 -0.02 -0.027
C 1.95543 0.23807 2.05945 0.06 0.09 -0.10 -0.305
O 0.65636 0.24741 1.92833 -0.24 -0.10 -0.05 -0.210
H 0.44813 -1.00202 5.52415 -0.03 -0.01 0.01 0.086
H 0.21233 0.19150 4.21477 0.00 0.01 0.00 0.077
H 1.55524 0.37915 5.37223 0.03 0.01 0.02 0.094
H 4.32081 -1.14611 4.07089 0.01 0.02 -0.04 0.120
H 5.84619 -0.01197 2.43600 -0.05 0.01 -0.01 0.099
H 4.85146 1.31877 0.59810 -0.04 -0.01 0.03 0.112
H 2.97609 2.47021 -0.34524 0.04 0.05 -0.03 0.129
H -2.94230 2.68412 -2.65244 0.01 0.02 -0.01 0.083
H -3.82454 4.32613 -4.27892 0.03 0.01 0.01 0.099
H -2.42392 6.24538 -4.97738 0.01 -0.03 0.03 0.099
H -0.14405 6.50125 -4.04627 -0.01 -0.02 0.01 0.100
H 0.72268 4.84202 -2.42028 -0.02 -0.01 0.00 0.105
C 1.57996 -0.62022 -5.47289 0.06 0.09 -0.06 -0.460
S 1.09514 -2.18641 -4.74047 -0.04 -0.06 0.09 0.836
C 0.35161 -1.70829 -3.21507 -0.04 0.10 -0.09 -1.115
S 0.25350 -0.07074 -2.75956 0.09 0.00 0.12 0.642
N -0.08605 -2.75548 -2.56712 0.03 -0.03 -0.22 -0.112
N -0.68282 -2.46486 -1.37804 -0.09 0.12 0.07 -0.072
C -1.26689 -3.47324 -0.85966 -0.06 -0.19 0.15 -0.104
C -1.86742 -3.38791 0.46702 -0.04 0.06 0.05 -0.270
C -2.49737 -4.49149 1.03372 -0.05 -0.05 0.06 -0.018
C -3.00970 -4.38337 2.31590 0.00 -0.07 -0.04 -0.060
C -2.88292 -3.17928 2.98902 -0.02 0.02 0.09 -0.051
C -2.26080 -2.12352 2.34148 0.05 0.03 -0.08 -0.122
N -1.76572 -2.22050 1.10977 0.12 0.05 0.19 0.049
H 2.03523 -0.88018 -6.42942 -0.01 -0.01 0.03 0.029
H 2.30536 -0.09442 -4.85527 -0.03 -0.03 0.00 0.014
H 0.72140 0.02549 -5.64326 0.00 -0.04 0.02 0.023
H -1.27708 -4.42688 -1.38096 0.03 -0.03 -0.04 0.125
H -2.57046 -5.41511 0.47378 0.01 0.02 0.01 0.113
H -3.49607 -5.22977 2.78607 0.02 0.03 -0.03 0.110
H -3.25474 -3.05134 3.99771 0.01 -0.01 -0.06 0.106
H -2.15807 -1.15477 2.81491 0.01 -0.02 -0.01 0.109
C 2.22052 -3.83118 1.85389 0.06 0.01 0.01 0.010
C 2.15346 -2.73108 0.82852 -0.16 -0.12 0.24 -0.344
O 1.09989 -2.12422 0.70956 0.11 0.27 -0.46 -0.023
C 3.33746 -2.44511 -0.01715 0.10 0.04 -0.04 -0.143
C 4.58196 -3.01898 0.24832 -0.05 -0.01 0.04 -0.024
C 5.66997 -2.73698 -0.56247 0.00 0.00 -0.01 -0.073
C 5.52127 -1.88970 -1.65342 0.01 0.01 -0.01 -0.069
C 4.28441 -1.32098 -1.92819 0.05 0.02 -0.01 -0.051
C 3.20410 -1.59342 -1.10888 0.01 0.04 -0.08 -0.020
H 1.27734 -3.85250 2.39383 0.02 -0.02 0.00 0.088
H 3.02985 -3.64690 2.56191 -0.01 0.00 0.00 0.086
H 2.40521 -4.79280 1.36752 0.01 0.05 0.02 0.097
H 4.70911 -3.68137 1.09518 0.00 0.02 -0.02 0.109
H 6.63474 -3.17921 -0.34533 -0.04 0.01 0.00 0.103
H 6.37112 -1.67546 -2.29171 -0.04 -0.01 0.04 0.105
H 4.15434 -0.65970 -2.77760 0.02 -0.04 0.04 0.108
H 2.25279 -1.13777 -1.34083 -0.10 -0.01 0.04 0.052
C -3.53088 -0.06252 -1.88683 -0.17 -0.08 0.05 -0.189
As -3.82120 0.59045 -0.10210 -0.14 0.11 -0.21 1.017
C -5.24305 -0.51353 0.57897 -0.07 0.10 -0.03 -0.194
C -4.40998 2.41413 -0.10791 -0.01 -0.08 -0.10 -0.180
O -2.51833 0.38148 0.89994 0.29 -0.22 0.24 -0.584
H -4.46004 0.03113 -2.44928 0.01 0.02 -0.04 0.049
H -3.27111 -1.11908 -1.81156 0.01 -0.03 0.01 0.035
H -2.71740 0.47139 -2.36802 0.03 0.05 0.02 0.000
H -6.15723 -0.36329 0.00573 0.00 -0.01 -0.01 0.040
H -5.42139 -0.26555 1.62286 0.02 0.02 0.02 0.042
H -4.92970 -1.55373 0.50416 0.02 -0.01 0.01 0.033
H -5.19676 2.55571 -0.84679 -0.02 0.00 -0.02 0.046
H -3.54601 3.02354 -0.35562 0.05 0.01 0.00 0.028
H -4.78173 2.67003 0.87988 -0.01 -0.02 0.09 0.044
```
Positions in Å, forces in eV/Å.

F_max (eV/Å): 0.54
Relative energy (zero: lowest compared OMol25 entry of this formula, charge and spin) (eV): 0.707
Kohn-Sham gap (eV): 6.801
E_LUMO (Eh): -0.012

***

The following is a quantum chemistry calculation of a molecular structure, C10H10N4Sn, from the Open Molecules 2025 dataset.

Structure (XYZ):
```
25
Properties=species:S:1:pos:R:3:forces:R:3:nbo_charge:R:1
C 2.05395 1.79865 0.10596 0.09 -0.30 0.77 -0.258
C 2.37232 0.76144 1.00669 -0.23 0.56 -0.20 -0.298
C 1.22730 0.52958 1.85041 -0.03 -0.54 -0.71 -0.398
C 0.18555 1.46891 1.42709 0.54 1.25 -0.71 -0.385
C 0.73673 2.25355 0.36389 -0.30 -0.52 1.21 -0.267
Sn -0.05992 -0.65016 0.24355 -0.55 0.77 -1.40 1.791
C 1.02873 -1.79753 -1.45378 -0.31 -0.90 1.92 -0.695
C 0.55913 -0.82278 -2.40957 -3.01 3.50 -0.19 0.116
C 0.88758 -0.47081 -3.66497 -0.03 -0.77 1.48 -0.433
N -0.70760 0.11878 -1.60228 3.44 -2.27 -1.15 -1.011
H 1.20727 -0.04535 2.77649 0.04 0.21 -0.24 0.265
H 3.34164 0.27615 1.11808 -0.41 0.03 -0.15 0.236
H -0.73559 1.66351 1.97590 0.25 -0.13 -0.28 0.265
H 0.25386 3.11288 -0.10079 0.04 -0.46 0.02 0.237
H 2.73363 2.23400 -0.62685 -0.25 -0.27 0.18 0.233
H 2.10045 -1.81514 -1.23337 -0.30 -0.22 -0.20 0.252
H -0.35470 1.06510 -1.75701 -0.28 0.09 0.06 0.361
H 0.52720 -2.77395 -1.44414 0.45 0.16 -0.31 0.250
H 1.62179 -1.06591 -4.20915 -0.11 0.28 0.08 0.212
H 0.43401 0.39395 -4.13555 -0.03 -0.24 -0.03 0.222
N -1.98993 -0.96317 1.07684 -0.08 -0.24 0.53 -0.794
C -3.05531 -1.13850 1.57389 0.30 -0.22 -0.59 0.711
N -4.25043 -1.36966 1.89433 0.96 0.21 -0.58 -0.622
C -4.77431 -1.36859 3.09860 -1.34 -0.04 2.41 0.421
N -5.34336 -1.39496 4.12576 1.15 0.06 -1.92 -0.411
```
Positions in Å, forces in eV/Å.

F_max (eV/Å): 4.63
Relative energy (zero: lowest compared OMol25 entry of this formula, charge and spin) (eV): 0.000
Kohn-Sham gap (eV): 7.373
E_LUMO (Eh): -0.055

***

The following is a quantum chemistry calculation of a molecular structure, C14H20BIrN6O2Se2, from the Open Molecules 2025 dataset.

Structure (XYZ):
```
46
Properties=species:S:1:pos:R:3:forces:R:3:nbo_charge:R:1
Ir 0.08680 -0.15435 0.49283 0.89 -0.08 -1.31 0.817
C 1.55837 3.15801 3.04399 0.13 -0.29 -0.09 -0.332
C 0.56344 2.61327 2.24278 -0.12 -0.14 -0.10 -0.012
N 0.93734 1.40581 1.82112 -0.19 -1.47 -1.14 -0.312
N 2.15703 1.15408 2.32166 0.39 0.20 0.27 -0.310
C 2.55108 2.19440 3.06161 -0.21 0.42 0.10 0.020
B 2.96092 -0.14300 2.07139 -0.67 0.06 -0.26 0.533
N 2.12887 -1.33098 2.56586 0.37 0.12 0.13 -0.317
C 2.43654 -2.27200 3.46908 -0.34 -0.25 -0.01 0.019
C 1.37270 -3.15033 3.56457 0.10 0.19 -0.10 -0.330
C 0.43283 -2.65895 2.66466 -0.10 -0.09 0.01 -0.006
N 0.90967 -1.56728 2.07920 -1.51 1.07 -1.64 -0.293
N 3.17225 -0.29857 0.55206 0.49 0.07 0.04 -0.310
C 4.33502 -0.32479 -0.10935 -0.02 -0.03 -0.30 0.023
C 4.07351 -0.43807 -1.46162 -0.12 -0.01 0.14 -0.330
C 2.68653 -0.47458 -1.54543 -0.09 0.03 -0.03 -0.018
N 2.16687 -0.39727 -0.32391 -1.99 0.73 1.03 -0.288
H 1.55419 4.10698 3.53653 0.00 0.19 0.10 0.248
H -0.38545 3.03129 1.96471 -0.15 -0.03 -0.08 0.226
H 3.50326 2.20305 3.55108 0.21 -0.10 0.09 0.235
H 3.99704 -0.09322 2.62828 0.33 0.03 0.16 -0.013
H 3.37377 -2.27034 3.98628 0.24 0.11 0.04 0.236
H 1.28761 -4.01490 4.18959 0.00 -0.14 0.11 0.248
H -0.54131 -3.03804 2.41918 -0.14 0.02 -0.06 0.232
H 5.27108 -0.25989 0.40660 0.15 -0.01 0.19 0.238
H 4.77633 -0.48727 -2.26685 0.14 -0.03 -0.13 0.249
H 2.05392 -0.54632 -2.40888 -0.13 -0.02 -0.11 0.221
O -1.14448 -0.92261 -2.88418 0.48 -0.01 -0.34 -0.727
C -2.43314 -0.62166 -3.36879 -0.54 0.22 -0.15 -0.075
C -3.14784 0.26377 -2.34454 -0.21 -0.27 -0.01 -0.127
C -4.54066 0.63463 -2.93404 0.53 -0.16 -0.26 -0.049
O -5.25552 1.47819 -2.07207 -0.12 0.17 0.23 -0.716
C -2.39994 1.58225 -2.12228 0.11 0.09 0.13 -0.597
Se -0.46089 1.49921 -1.79868 -0.02 -1.05 1.71 0.429
C -3.39366 -0.47248 -1.02352 0.54 0.56 -0.33 -0.571
Se -1.87272 -1.46368 -0.26344 1.23 0.17 2.09 0.049
H -0.68586 -1.51821 -3.48921 -0.06 0.05 -0.03 0.502
H -3.00862 -1.54270 -3.51491 -0.01 0.04 -0.04 0.191
H -2.36764 -0.08721 -4.32283 -0.07 -0.05 -0.04 0.184
H -5.08694 -0.28702 -3.16270 0.02 0.05 0.04 0.183
H -4.38561 1.17348 -3.87624 -0.04 -0.07 0.04 0.183
H -5.96655 0.99674 -1.64234 -0.03 0.01 -0.01 0.486
H -2.84608 2.10364 -1.27236 0.13 0.00 -0.04 0.262
H -2.51832 2.22068 -2.99780 0.16 0.01 -0.03 0.240
H -4.17241 -1.22768 -1.15497 0.20 -0.09 0.04 0.234
H -3.73333 0.24394 -0.27210 0.07 -0.20 -0.04 0.246
```
Positions in Å, forces in eV/Å.

Multiplicity: 2
F_max (eV/Å): 2.47
Kohn-Sham gap (spin up / spin down) (eV): 6.995 / 6.089
E_LUMO (spin up / spin down) (Eh): -0.161 / -0.193
Total charge: +1

***

no.,DFT total energy (Ha),molecular weight (g/mol)
1,-5038.45000,823.66
2,-820.19316,304.93
3,-5956.33420,665.30